No. 1
{
  "formula": "C3H4AgLiO3",
  "method": "ωB97M-V/def2-TZVPD",
  "symbols": ["Ag", "O", "O", "O", "C", "C", "C", "Li", "H", "H", "H", "H"],
  "coordinates": [[2.588, -5.539, 3.259], [-0.296, -2.347, 0.303], [0.980, -3.839, 1.398], [-1.311, 0.739, -1.351], [0.735, -2.777, 0.818], [0.041, 2.436, -0.332], [-1.022, 1.918, -1.225], [-0.888, -1.015, -0.820], [-0.162, 3.499, -0.126], [-0.036, 1.920, 0.638], [1.021, 2.330, -0.823], [-1.649, 2.674, -1.738]],
  "mulliken_charge": [0.888, -0.672, -0.410, -0.644, 0.171, -0.815, 0.257, 1.018, 0.302, 0.277, 0.275, 0.352],
  "relative_energy_kj_mol": 83.5,
  "multiplicity": 2,
  "e_homo_ev": [-9.6, -13.1],
  "charge": 1,
  "gap_ev": [3.7, 7.2],
  "total_energy_ev": -13514.7927
}

No. 2
{
  "formula": "C21H28BN3O5",
  "method": "ωB97M-V/def2-TZVPD",
  "symbols": ["O", "O", "O", "O", "O", "N", "N", "N", "C", "C", "C", "C", "C", "C", "C", "C", "C", "C", "C", "C", "C", "C", "C", "C", "C", "C", "C", "C", "C", "B", "H", "H", "H", "H", "H", "H", "H", "H", "H", "H", "H", "H", "H", "H", "H", "H", "H", "H", "H", "H", "H", "H", "H", "H", "H", "H", "H", "H"],
  "coordinates": [[1.042, -0.773, -1.870], [-3.492, 1.177, 0.750], [0.451, 1.172, -3.659], [-4.605, 2.375, -0.919], [-1.886, 2.689, -0.810], [1.964, -0.224, 1.489], [1.072, 1.100, -0.557], [-1.576, 0.701, -1.767], [1.639, 1.057, 3.972], [1.839, -0.927, 0.369], [-1.960, -2.070, -3.193], [2.830, -2.160, 2.566], [2.415, 2.339, -2.843], [2.704, 1.639, 6.039], [2.454, -0.812, 2.574], [2.696, -2.890, 1.400], [2.194, -2.266, 0.268], [-3.230, -2.069, -2.343], [-1.132, 1.853, -1.303], [-3.187, -1.047, -1.199], [3.626, 0.622, 5.848], [2.556, 0.025, 3.777], [-2.995, 0.410, -1.640], [0.381, 2.094, -1.362], [3.554, -0.182, 4.727], [-3.467, -3.463, -1.763], [1.712, 1.854, 5.097], [1.268, -0.202, -0.807], [0.890, 2.204, -2.829], [-3.620, 1.490, -0.571], [0.439, 3.115, -3.244], [1.278, 1.347, 0.406], [-2.388, -1.302, -0.501], [0.992, 2.646, 5.242], [0.864, 1.211, 3.237], [4.407, 0.457, 6.577], [3.196, -2.627, 3.467], [-4.077, -1.818, -2.992], [-1.857, -1.146, -3.756], [-3.564, -4.199, -2.558], [-4.661, 2.592, -1.846], [-2.632, -3.753, -1.128], [2.975, -3.933, 1.371], [-3.947, 1.805, 1.311], [-1.997, -2.888, -3.911], [2.878, 1.436, -2.452], [-4.125, -1.111, -0.646], [-0.962, 0.020, -2.189], [-3.458, 0.541, -2.628], [2.751, 2.481, -3.867], [0.787, 0.329, -3.292], [-1.077, -2.210, -2.572], [2.762, 2.262, 6.919], [2.732, 3.189, -2.245], [2.067, -2.782, -0.670], [4.291, -0.958, 4.577], [-4.375, -3.482, -1.165], [0.565, 3.061, -0.885]],
  "mulliken_charge": [-0.840, -0.600, -0.609, -0.645, -0.734, -0.279, 0.042, 0.470, -0.396, 0.406, -1.376, -0.786, -1.395, -0.397, 0.568, -0.576, -0.677, 1.023, 0.477, -1.267, -0.635, 0.603, -0.291, -0.255, -0.531, -1.637, -0.624, 0.320, 0.037, 0.694, 0.564, 0.305, 0.213, 0.389, 0.511, 0.379, 0.418, 0.218, 0.302, 0.429, 0.290, 0.349, 0.450, 0.298, 0.506, 0.239, 0.420, -0.165, 0.256, 0.384, 0.422, 0.152, 0.379, 0.371, 0.508, 0.387, 0.403, 0.531],
  "relative_energy_kj_mol": 36.5,
  "smiles": "CC(C)C[C@H](NC(=O)[C@@H](NC(=O)c1cccc(-c2ccccc2)n1)[C@@H](C)O)B(O)O",
  "e_homo_ev": -9.1,
  "charge": 0,
  "gap_ev": 9.1,
  "total_energy_ev": -37620.6680
}

No. 3
{
  "formula": "C38H36AuBN8O3S2Se",
  "method": "ωB97M-V/def2-TZVPD",
  "symbols": ["Au", "Se", "S", "S", "O", "O", "O", "N", "N", "N", "N", "N", "N", "N", "N", "C", "C", "C", "C", "C", "C", "C", "C", "C", "C", "C", "C", "C", "C", "C", "C", "C", "C", "C", "C", "C", "C", "C", "C", "C", "C", "C", "C", "C", "C", "C", "C", "C", "C", "C", "C", "C", "C", "B", "H", "H", "H", "H", "H", "H", "H", "H", "H", "H", "H", "H", "H", "H", "H", "H", "H", "H", "H", "H", "H", "H", "H", "H", "H", "H", "H", "H", "H", "H", "H", "H", "H", "H", "H", "H"],
  "coordinates": [[-0.385, -0.575, -0.103], [-2.033, 0.991, -1.456], [-0.932, -0.993, -2.531], [-0.898, 0.179, -4.397], [-2.240, 0.669, -4.610], [-0.470, -0.906, -5.243], [0.081, 1.218, -4.114], [1.796, -1.261, 0.261], [0.309, 2.493, -0.718], [-0.759, 3.402, -2.363], [0.159, -1.570, 2.779], [1.862, -2.349, 1.075], [-0.488, -3.426, 1.148], [-1.397, -2.640, 0.524], [-0.283, -0.399, 2.236], [-3.875, -3.593, -1.957], [3.116, -2.850, 1.084], [-0.787, -4.729, 0.956], [5.118, 1.629, -1.779], [2.042, 5.838, -2.290], [0.018, -5.855, 1.520], [-1.188, 2.626, 4.165], [-0.676, 0.367, 3.254], [-0.487, -0.314, 4.465], [-3.953, -1.669, -0.525], [-2.023, 2.054, 1.997], [2.542, 0.629, -2.040], [4.702, 0.562, -0.999], [-1.692, 3.564, -3.482], [4.240, 2.212, -2.685], [0.365, 4.190, -2.129], [-2.542, 4.203, 2.942], [3.017, -1.074, -0.239], [2.247, 4.115, -0.591], [3.540, -4.035, 1.890], [0.030, -1.541, 4.122], [-4.863, -3.037, -2.758], [2.958, 1.701, -2.822], [-5.388, -1.790, -2.452], [0.852, 5.326, -2.765], [2.731, 5.244, -1.219], [-2.638, 3.296, 1.897], [-4.939, -1.113, -1.325], [-2.276, -3.446, -0.061], [-1.926, -4.783, 0.179], [-1.281, 1.707, 3.120], [-3.397, -2.905, -0.847], [3.405, 0.056, -1.109], [-0.748, 2.370, -1.524], [3.883, -2.060, 0.259], [0.381, -2.678, 5.029], [-1.817, 3.859, 4.077], [1.050, 3.606, -1.072], [0.674, -2.796, 1.963], [4.583, -4.259, 1.676], [-2.690, 3.272, -3.173], [0.159, -5.746, 2.596], [-3.038, 5.165, 2.884], [-2.149, 1.323, 1.214], [-5.360, -0.148, -1.069], [0.336, 5.782, -3.600], [4.556, 3.056, -3.286], [-1.749, 4.556, 4.905], [-0.730, 0.032, 5.457], [4.927, -2.196, 0.028], [0.156, -2.393, 6.055], [-0.197, -3.570, 4.784], [-3.445, -4.555, -2.213], [-2.447, -5.671, -0.143], [2.273, 2.105, -3.556], [6.133, 1.997, -1.688], [3.667, 5.675, -0.890], [5.384, 0.127, -0.278], [1.087, -3.609, 2.736], [2.944, -4.917, 1.658], [2.783, 3.634, 0.218], [3.440, -3.844, 2.959], [-0.492, -6.798, 1.330], [1.555, 0.215, -2.197], [1.004, -5.905, 1.056], [2.460, 6.718, -2.763], [-3.214, 3.534, 1.009], [-1.692, 4.606, -3.786], [-0.614, 2.381, 5.050], [-3.611, -1.154, 0.366], [0.542, 1.799, -0.016], [1.438, -2.936, 4.964], [-5.208, -3.571, -3.634], [-6.142, -1.346, -3.090], [-1.388, 2.919, -4.304]],
  "mulliken_charge": [2.050, -0.347, -0.312, 0.904, -0.548, -0.632, -0.455, -0.214, 1.108, 0.483, 0.527, 0.895, 0.883, -0.331, -0.083, -0.636, 0.788, 0.825, -0.806, -0.689, -1.335, -0.621, -0.093, -1.473, -0.359, 0.281, 0.238, -0.687, -1.006, -0.546, 1.011, -0.557, -0.300, -0.618, -1.305, 0.817, -0.664, -0.728, -0.481, -0.969, -0.701, -0.610, -0.396, -0.129, -1.447, 0.348, 0.689, 0.442, -0.873, -1.417, -1.459, -0.629, 0.446, -1.189, 0.388, 0.350, 0.258, 0.397, 0.331, 0.428, 0.369, 0.458, 0.386, 0.452, 0.508, 0.378, 0.275, 0.359, 0.516, 0.639, 0.394, 0.443, 0.412, -0.185, 0.138, 0.495, 0.226, 0.390, 0.583, 0.140, 0.412, 0.443, 0.436, 0.419, 0.621, -0.277, 0.232, 0.394, 0.391, 0.306],
  "relative_energy_kj_mol": 89.7,
  "e_homo_ev": [-7.9, -7.9],
  "charge": 0,
  "gap_ev": [6.3, 6.3],
  "total_energy_ev": -149442.3649
}

No. 4
{
  "formula": "C24H41FO6",
  "method": "ωB97M-V/def2-TZVPD",
  "symbols": ["F", "O", "O", "O", "O", "O", "O", "C", "C", "C", "C", "C", "C", "C", "C", "C", "C", "C", "C", "C", "C", "C", "C", "C", "C", "C", "C", "C", "C", "C", "C", "H", "H", "H", "H", "H", "H", "H", "H", "H", "H", "H", "H", "H", "H", "H", "H", "H", "H", "H", "H", "H", "H", "H", "H", "H", "H", "H", "H", "H", "H", "H", "H", "H", "H", "H", "H", "H", "H", "H", "H", "H"],
  "coordinates": [[-1.158, 5.950, 2.983], [6.666, -1.762, 0.014], [2.771, 2.162, 0.256], [-6.302, -1.510, 1.301], [-0.779, -0.437, 1.921], [-4.442, 2.421, 3.637], [2.172, -3.162, -1.782], [6.018, -0.972, -0.623], [-0.148, 2.700, 1.767], [-0.808, 2.684, 0.547], [6.673, -0.022, -1.579], [-3.975, 1.285, 1.590], [3.180, 2.989, -0.524], [-0.972, -2.296, 0.461], [2.243, 3.971, -1.200], [-5.946, -2.218, 0.389], [-1.553, 3.785, 0.133], [4.635, 3.054, -0.900], [-1.679, 4.893, 0.949], [-1.046, 4.878, 2.178], [0.428, -4.500, -2.692], [2.747, -4.318, -3.785], [-6.878, -3.202, -0.266], [-4.524, -2.165, -0.131], [1.076, -0.710, 0.470], [1.796, -3.885, -2.679], [-3.607, 0.225, 3.901], [-4.061, 1.407, 3.099], [-0.302, 3.794, 2.603], [4.523, -0.880, -0.489], [-0.272, -1.079, 1.022], [0.483, 1.888, 2.095], [3.471, -3.521, -3.943], [4.961, 4.092, -0.987], [4.769, 2.602, -1.886], [-4.012, -0.726, 3.557], [4.018, -0.926, -1.453], [-0.253, -3.094, 0.277], [-4.019, -1.359, 0.396], [2.738, 4.918, -1.402], [-0.149, -4.182, -3.566], [-4.505, -2.064, -1.214], [-2.517, 0.142, 3.799], [-4.180, 2.267, 1.168], [-0.138, -4.216, -1.808], [1.066, 0.279, 0.010], [1.469, -1.437, -0.237], [6.551, 1.007, -1.228], [4.257, 0.072, -0.013], [-1.708, -2.633, 1.189], [-3.836, 0.385, 4.954], [-2.032, 3.728, -0.836], [-2.977, 0.941, 1.319], [1.924, 3.530, -2.148], [-7.869, -3.099, 0.165], [-6.901, -3.024, -1.341], [7.732, -0.250, -1.651], [1.753, -0.650, 1.325], [6.169, -0.067, -2.546], [-4.725, 0.573, 1.237], [0.491, -5.588, -2.746], [4.176, -1.687, 0.151], [-1.495, -2.019, -0.456], [-6.494, -4.211, -0.104], [-2.264, 5.751, 0.642], [2.216, -4.537, -4.707], [-0.738, 1.827, -0.112], [1.363, 4.111, -0.576], [-4.025, -3.104, 0.128], [0.239, 3.862, 3.540], [3.276, -5.188, -3.398], [5.238, 2.528, -0.165]],
  "mulliken_charge": [-0.354, -0.572, -0.472, -0.523, -0.480, -0.606, -0.486, 0.688, 0.117, -0.293, -0.992, -0.157, 0.822, -1.132, -0.863, 0.752, -0.333, -1.229, -0.589, 0.403, -0.854, -1.144, -1.296, -0.525, -0.195, 0.739, -0.885, 0.772, -0.810, -0.712, 0.514, 0.309, 0.333, 0.490, 0.241, 0.242, 0.331, 0.441, -0.100, 0.427, 0.325, 0.404, 0.115, 0.282, 0.070, -0.064, 0.072, 0.107, 0.118, 0.359, 0.384, 0.361, -0.268, 0.267, 0.326, 0.338, 0.340, 0.298, 0.317, 0.115, 0.340, 0.363, 0.218, 0.325, 0.429, 0.354, 0.269, 0.066, 0.320, 0.446, 0.299, 0.288],
  "relative_energy_kj_mol": 0.0,
  "smiles": "Fc1ccccc1.CC(C)=O.CC(C)=O.CC(C)=O.CC(C)=O.CC(C)=O.CC(C)=O",
  "e_homo_ev": -8.8,
  "charge": 0,
  "gap_ev": 9.1,
  "total_energy_ev": -40555.1807
}